175
Properties=species:S:1:pos:R:3:forces:R:3:mulliken_charge:R:1 method="wB97M-V/def2-TZVPD" e_homo_ev=-8.5 total_energy_ha=-6910.4666 total_charge=0 homo_lumo_gap_ev=6.7
C 2.82943 -1.77821 4.83517 -0.357 0.073 -1.738 -0.567
C 4.12558 -0.97618 4.78945 -0.925 -0.848 0.153 0.744
O 4.85371 -0.98789 5.72583 1.366 0.341 0.606 -0.642
O 4.39921 -0.22229 3.67675 -0.076 -0.407 0.037 -0.360
C 4.62083 -1.08556 2.53756 -0.291 0.123 -0.296 -1.347
C 3.67310 -0.76922 1.35645 0.457 -0.454 0.017 0.278
C 4.36646 0.12727 0.30271 -0.215 -0.072 0.322 -0.546
C 3.40916 0.85712 -0.70150 0.215 -1.012 0.871 -1.936
C 2.31659 -0.11106 -1.16691 0.375 1.278 0.764 0.367
C 2.59647 -1.17131 -1.90726 0.275 -1.134 -0.411 1.346
C 4.00638 -1.49295 -2.39371 -0.246 -0.510 -0.487 -1.092
C 4.70176 -2.76297 -1.80267 0.172 0.365 -0.795 -1.002
C 4.19888 -4.17719 -2.14539 -0.384 -0.465 0.909 -0.625
S 4.19938 -4.56457 -3.92307 -0.346 0.265 -0.277 -0.171
C 3.50125 -6.23148 -4.06902 1.092 0.151 0.484 -0.321
S 4.55137 -7.36706 -4.54952 -0.074 -0.017 -0.179 -0.111
N 2.13478 -6.49666 -3.80923 -0.186 -0.462 0.193 0.579
C 1.96846 -7.51621 -2.75461 -0.312 -0.050 1.019 -0.522
C 0.65384 -8.30217 -2.82642 -0.233 -0.793 -0.130 -0.527
O 0.33686 -8.74993 -4.14458 -0.148 0.974 0.343 -0.400
C 0.12021 -7.54292 -4.87422 0.417 -0.535 -0.450 -0.596
C 1.45440 -6.84083 -5.06854 -0.614 1.045 -1.149 -0.599
C 1.42290 -2.05135 -2.27362 -0.481 0.433 1.128 -0.105
O 1.27394 -2.61791 -3.31632 0.437 -0.486 -0.753 -0.602
C 0.31268 -2.14741 -1.21843 1.290 0.895 -0.360 1.281
C -0.38092 -3.31100 -1.06018 0.026 -0.114 -0.389 -1.263
C -1.38942 -3.31478 -0.12020 0.114 -0.572 -0.343 0.805
F -2.07421 -4.46314 -0.01179 -0.274 -0.162 0.145 -0.456
C -1.71368 -2.23898 0.67251 -0.375 0.652 0.853 -0.262
C -2.80540 -2.27580 1.72965 0.069 -0.767 0.074 -0.759
C -2.99224 -3.65034 2.42154 -0.865 0.169 -0.106 -0.775
C -3.59942 -3.52266 3.82933 -0.269 -0.582 -1.045 -0.266
F -3.44139 -4.76608 4.44661 0.176 0.308 0.319 -0.329
C -0.98881 -1.05087 0.48205 -0.304 0.720 0.133 1.303
C -1.31336 0.17351 1.29554 -0.583 0.880 -0.718 -1.064
I -2.43965 1.77826 0.39986 0.061 -0.951 -0.266 0.363
C -0.96962 0.32771 2.56046 0.365 -0.273 0.591 -0.221
C -0.21075 -0.75341 3.30901 -0.147 0.907 0.312 -1.378
I -1.45689 2.05880 3.70168 0.323 -0.733 0.055 0.146
C 0.03374 -1.01667 -0.45017 0.529 0.336 -0.406 -0.421
C 0.90290 0.19699 -0.71139 0.421 -1.617 -0.336 -0.021
O 0.52820 1.32292 -0.58610 -0.142 0.984 0.327 -0.582
H 2.10256 -1.25614 5.46428 0.465 -0.464 -0.345 0.316
H 2.96210 -2.79513 5.20824 0.259 0.178 -0.047 0.291
H 2.40259 -1.78818 3.82177 0.039 -0.388 0.228 0.068
H 4.52302 -2.12369 2.88198 -0.044 0.150 -0.276 0.505
H 5.66654 -0.94528 2.22954 -0.218 -0.023 0.105 0.684
H 3.44707 -1.73909 0.88503 -0.157 0.276 0.059 0.155
H 2.71536 -0.37432 1.72356 0.273 0.110 0.013 0.100
H 5.06143 -0.53481 -0.23244 -0.115 0.309 0.074 0.243
H 5.00521 0.85065 0.83095 -0.311 0.074 -0.226 0.644
H 4.04485 1.17572 -1.53266 -0.434 0.372 0.054 0.468
H 2.95546 1.69212 -0.16079 0.060 0.067 -0.466 0.444
H 4.69268 -0.66729 -2.17884 -0.401 -0.101 -0.083 0.356
H 3.97840 -1.56054 -3.49297 -0.058 -0.225 0.244 0.688
H 5.73541 -2.72438 -2.18426 -0.210 0.092 0.148 0.413
H 4.79022 -2.65053 -0.71265 -0.191 -0.251 -0.214 0.127
H 3.22959 -4.41431 -1.68201 0.035 0.245 -0.289 0.158
H 4.92223 -4.86367 -1.67937 -0.211 0.097 -0.136 0.635
H 2.79256 -8.23888 -2.68076 -0.072 0.203 -0.473 0.397
H 1.95007 -6.97830 -1.78819 0.092 -0.202 -0.239 0.182
H 0.74547 -9.21905 -2.22945 0.101 0.357 0.047 0.333
H -0.22201 -7.74602 -2.45529 0.347 0.120 0.077 0.277
H -0.60092 -6.90062 -4.36367 -0.012 0.054 0.219 0.310
H -0.33040 -7.80434 -5.84019 0.343 0.033 0.131 0.338
H 2.09270 -7.41082 -5.76107 -0.110 -0.196 0.428 0.408
H 1.23778 -5.88608 -5.58421 0.148 -0.249 0.138 0.298
H -0.12540 -4.16489 -1.68323 -0.299 0.009 0.179 0.849
H -3.74144 -1.98962 1.22712 0.119 0.087 0.335 0.414
H -2.58887 -1.54839 2.51905 -0.090 0.052 -0.465 0.225
H -2.08977 -4.26822 2.47000 0.016 0.373 0.081 0.434
H -3.72813 -4.20860 1.82745 0.394 -0.165 0.176 0.302
H -3.15737 -2.72010 4.42956 0.030 -0.285 0.086 0.253
H -4.68608 -3.39891 3.73168 0.244 0.401 0.225 0.252
H 0.63083 -0.26592 3.81728 -0.077 -0.339 -0.077 0.626
H -0.86065 -1.17993 4.08572 0.209 -0.037 -0.131 0.447
H 0.14301 -1.53447 2.63051 -0.042 0.112 0.172 0.190
C -3.08533 -1.57522 -4.11742 -0.073 -0.139 -0.132 -1.045
C -2.70819 -0.31192 -3.91253 -0.106 -0.382 0.319 -0.098
C -2.51361 0.64362 -5.04760 -0.007 0.047 -0.618 1.155
O -2.18797 1.78923 -4.80127 0.029 0.022 0.369 -0.628
C -2.72048 0.15193 -6.40194 0.026 0.175 0.157 -0.926
C -3.09878 -1.11424 -6.61662 0.091 0.257 -0.570 0.360
C -3.32001 -2.06420 -5.46905 0.070 -0.049 0.378 1.002
O -3.67830 -3.19818 -5.69301 0.111 -0.204 -0.234 -0.558
O -3.28940 -1.56989 -7.86153 0.114 -0.432 0.494 -0.562
O -2.49210 0.17280 -2.69431 0.139 0.351 -0.279 -0.176
H -3.23204 -2.27240 -3.30389 0.001 0.006 -0.006 0.560
H -2.55860 0.84883 -7.21230 -0.007 -0.018 -0.017 0.457
H -3.58027 -2.51326 -7.82250 -0.021 0.481 0.234 0.377
H -2.25090 1.10857 -2.83634 0.067 0.110 0.258 0.199
C 1.02406 1.36913 7.58791 0.102 -0.170 -0.101 -1.009
C 0.74692 2.46244 8.30794 -0.416 -0.331 -0.153 0.308
C 1.82954 3.39834 8.75993 0.719 0.102 -0.011 0.978
O 1.52013 4.38722 9.39610 -0.397 -0.054 0.025 -0.620
C 3.20745 3.07180 8.41546 -0.281 0.152 0.117 -0.774
C 3.48224 1.97495 7.69680 0.590 0.350 0.151 0.109
C 2.39595 1.05764 7.22481 -0.648 0.162 0.195 0.833
O 2.69573 0.08497 6.55918 -0.224 1.247 1.080 -0.363
O 4.72706 1.64088 7.36360 -0.593 -0.244 -0.117 -0.573
O -0.49622 2.78178 8.66132 0.356 0.283 0.118 -0.584
H 0.25536 0.68662 7.25293 -0.044 0.041 0.010 0.514
H 3.97997 3.74392 8.76106 0.015 -0.019 -0.017 0.449
H 4.65654 0.81334 6.84791 0.334 -0.167 -0.106 0.303
H -0.42039 3.61133 9.17030 -0.061 0.033 0.021 0.348
C -6.83263 6.30287 2.26276 0.055 -0.045 0.241 -0.936
C -6.33256 5.99542 1.05876 -0.566 0.364 -0.006 0.211
C -5.10879 5.14603 0.91336 0.435 -0.315 0.398 1.211
O -4.71584 4.88680 -0.20905 -0.161 -0.130 0.321 -0.406
C -4.44834 4.67677 2.12026 0.091 0.020 -0.211 -0.814
C -4.94306 4.98449 3.32459 0.433 -0.290 -0.097 0.225
C -6.18471 5.81299 3.47354 -0.445 0.313 -0.318 0.929
O -6.60176 6.04826 4.59125 0.262 -0.166 0.195 -0.620
O -4.36532 4.57502 4.45371 -0.375 0.258 0.047 -0.529
O -6.89020 6.42315 -0.07331 0.470 -0.320 -0.020 -0.611
H -7.71645 6.91334 2.38235 -0.002 -0.007 -0.023 0.440
H -3.55471 4.07956 1.99680 -0.003 -0.014 0.068 0.127
H -4.91831 4.92932 5.17580 0.020 -0.028 0.066 0.343
H -6.33934 6.06218 -0.79828 -0.060 0.050 -0.117 0.319
C -4.26416 7.85359 -3.67486 -0.052 -0.170 0.169 -1.076
C -3.34752 8.75699 -4.04050 -0.521 0.083 -0.175 0.443
C -1.90800 8.61958 -3.64336 0.373 -0.472 0.359 1.151
O -1.11287 9.46514 -4.02232 -0.220 0.242 -0.172 -0.745
C -1.52483 7.48717 -2.82017 0.103 0.131 -0.165 -1.117
C -2.44262 6.58243 -2.45000 0.566 -0.090 0.138 0.202
C -3.87675 6.70212 -2.86857 -0.366 0.345 -0.338 1.098
O -4.65789 5.83956 -2.51744 0.104 0.057 -0.365 -0.638
O -2.13482 5.53330 -1.69302 -0.511 0.069 -0.229 -0.402
O -3.65967 9.82449 -4.77599 0.444 -0.053 0.121 -0.575
H -5.30434 7.93922 -3.95647 0.013 0.021 -0.026 0.458
H -0.48346 7.41499 -2.52836 -0.294 -0.104 -0.096 0.730
H -2.97029 5.03901 -1.56584 0.024 -0.049 0.179 0.228
H -2.82414 10.31224 -4.90150 -0.014 0.061 -0.050 0.346
C 0.96793 11.45104 0.05749 0.050 -0.029 0.254 -0.873
C 0.86935 10.54621 -0.92735 -0.092 0.575 -0.151 0.398
C 1.14157 9.08852 -0.68054 0.214 -0.345 0.451 1.016
O 1.02532 8.29617 -1.59724 0.215 0.418 -0.087 -0.649
C 1.54321 8.68326 0.65917 -0.071 -0.053 -0.227 -1.090
C 1.64308 9.59022 1.63828 0.114 -0.567 0.067 0.349
C 1.34685 11.04001 1.40037 -0.173 0.462 -0.433 0.983
O 1.43696 11.81636 2.33278 0.117 -0.241 0.269 -0.617
O 2.00953 9.25812 2.87444 -0.094 0.443 -0.058 -0.572
O 0.52523 10.89544 -2.16317 0.224 -0.588 0.222 -0.593
H 0.77334 12.50169 -0.10452 -0.012 -0.011 -0.033 0.433
H 1.75291 7.63504 0.81996 -0.008 0.006 0.019 0.473
H 2.00143 10.09070 3.38400 0.013 -0.012 0.070 0.354
H 0.51263 10.07425 -2.69634 -0.233 0.127 -0.211 0.321
C 6.85766 -3.30700 7.67980 0.005 0.164 0.160 -0.848
C 6.91138 -4.32294 6.81089 -0.190 0.520 -0.076 0.183
C 7.45322 -5.66438 7.20189 0.241 -0.298 0.424 0.898
O 7.46069 -6.55788 6.37598 -0.131 0.175 -0.272 -0.634
C 7.95263 -5.83441 8.56009 -0.051 -0.081 -0.218 -0.990
C 7.90231 -4.81756 9.42890 0.215 -0.520 0.115 0.343
C 7.33518 -3.48335 9.04535 -0.231 0.296 -0.460 0.981
O 7.29768 -2.60106 9.88084 0.156 -0.180 0.276 -0.619
O 8.35029 -4.93194 10.67824 -0.179 0.409 -0.111 -0.560
O 6.48689 -4.20447 5.55032 0.135 -0.409 0.093 -0.489
H 6.46610 -2.33512 7.40867 -0.036 -0.035 -0.049 0.598
H 8.35684 -6.80118 8.82505 -0.003 0.009 0.022 0.419
H 8.19760 -4.06185 11.09314 0.016 -0.002 0.072 0.360
H 6.63570 -5.07821 5.14235 -0.008 -0.012 -0.038 0.345
C -6.43656 -5.28742 -8.67890 0.136 0.176 0.124 -1.053
C -7.25753 -5.77468 -9.61902 0.151 -0.244 0.490 0.375
C -7.58293 -4.99608 -10.85977 0.096 0.558 -0.300 0.980
O -8.31879 -5.49466 -11.68800 -0.086 -0.327 0.168 -0.607
C -7.00021 -3.66923 -11.00949 -0.127 -0.192 -0.061 -0.894
C -6.18285 -3.18110 -10.06864 -0.098 0.366 -0.450 0.293
C -5.83819 -3.97466 -8.84161 -0.115 -0.418 0.181 0.836
O -5.07352 -3.49108 -8.02304 -0.304 -0.187 -0.451 -0.472
O -5.63444 -1.96905 -10.17286 0.077 -0.404 0.439 -0.583
O -7.82654 -6.97006 -9.50725 -0.106 0.222 -0.394 -0.561
H -6.19225 -5.83931 -7.78177 -0.008 -0.008 -0.023 0.464
H -7.25543 -3.11050 -11.89873 0.022 0.015 0.008 0.436
H -5.08634 -1.84463 -9.37451 0.051 0.207 -0.055 0.310
H -8.36564 -7.08283 -10.31338 -0.032 -0.084 -0.001 0.352